# 1
The following is a DFT calculation (the ωB97M-V functional and the def2-TZVPD basis) of an isolated molecule of C5H6OS2 in a non-equilibrium geometry.

```
! RIJCOSX wB97M-V def2-TZVPD def2/J DEFGRID3
* xyz 0 1
C -2.257 0.311 -0.164
C -0.777 0.154 -0.476
C 0.122 1.141 -0.221
C 2.168 -0.048 -0.095
C 1.283 -1.144 0.484
H -2.477 -0.213 0.763
H -2.904 -0.258 -0.910
H -2.689 1.333 -0.091
H -0.132 2.092 0.040
H 1.942 -1.962 0.800
H 0.695 -0.843 1.470
O 1.516 1.089 -0.497
S 3.667 -0.162 -0.433
S -0.156 -1.490 -0.670
*
```

Kohn-Sham gap	8.9	eV
E	-28998.4361	eV
ΔE to the lowest compared entry with this formula, charge and spin	1.520	eV

Here are the natural (NBO) charges for atoms 1 to 6, given in e: C -0.64; C -0.21; C 0.08; C 0.13; C -0.61; H 0.23

---

# 2
The following is a DFT calculation (the ωB97M-V functional and the def2-TZVPD basis) of a cluster of 12 separate species, C72H138N24O18P6 in total in a non-equilibrium geometry.

```
! RIJCOSX wB97M-V def2-TZVPD def2/J DEFGRID3
* xyz 0 1
C 9.568 -1.696 -6.928
C 9.076 -0.801 -6.002
C 8.976 -1.249 -4.679
C 9.333 -2.565 -4.274
C 9.797 -3.444 -5.250
C 9.877 -2.992 -6.586
N 9.567 -3.049 -2.897
O 10.154 -4.121 -2.758
O 9.207 -2.282 -1.914
H 9.851 -1.398 -7.927
H 8.902 0.257 -6.131
H 8.741 -0.515 -3.923
H 10.251 -4.402 -5.044
H 10.322 -3.663 -7.305
C 12.157 8.385 7.440
C 11.904 7.487 6.395
C 10.598 7.235 6.034
C 9.550 7.638 6.839
C 9.791 8.407 8.019
C 11.112 8.832 8.329
N 8.251 6.977 6.616
O 8.047 6.400 5.531
O 7.332 6.980 7.469
H 13.185 8.716 7.459
H 12.634 7.179 5.661
H 10.330 6.625 5.185
H 9.018 8.766 8.683
H 11.238 9.513 9.157
C 3.747 0.892 -0.225
C 3.023 1.892 0.529
C 1.628 1.609 0.684
C 1.000 0.660 -0.179
C 1.794 -0.199 -0.949
C 3.183 -0.083 -0.985
N -0.473 0.399 -0.052
O -0.858 -0.743 -0.283
O -1.244 1.230 0.416
H 4.825 0.938 -0.270
H 3.495 2.593 1.202
H 1.011 2.200 1.346
H 1.314 -0.899 -1.617
H 3.954 -0.679 -1.452
C -2.581 8.592 -0.667
C -2.335 7.361 -1.108
C -2.238 7.037 -2.488
C -2.439 8.011 -3.436
C -2.736 9.288 -2.983
C -2.853 9.601 -1.601
N -2.300 7.749 -4.892
O -2.360 6.594 -5.246
O -2.180 8.737 -5.668
H -2.731 8.851 0.371
H -2.116 6.620 -0.354
H -1.951 6.042 -2.795
H -2.852 10.184 -3.574
H -3.142 10.592 -1.285
C -6.138 -1.662 4.568
C -5.342 -1.032 5.522
C -5.984 -0.366 6.544
C -7.378 -0.335 6.600
C -8.142 -1.039 5.654
C -7.535 -1.690 4.585
N -7.997 0.464 7.618
O -7.492 1.503 8.124
O -9.121 0.100 7.903
H -5.562 -2.094 3.762
H -4.263 -1.031 5.555
H -5.359 0.109 7.285
H -9.209 -0.876 5.629
H -8.094 -2.091 3.752
C 8.473 9.791 0.150
C 8.168 8.464 0.138
C 6.813 8.059 -0.073
C 5.917 9.085 -0.394
C 6.329 10.415 -0.556
C 7.633 10.759 -0.322
N 4.423 8.762 -0.516
O 3.949 7.729 -0.112
O 3.723 9.661 -0.943
H 9.501 10.037 0.372
H 8.995 7.872 0.501
H 6.467 7.039 -0.162
H 5.637 11.225 -0.732
H 7.953 11.788 -0.393
O -7.868 -7.937 -4.612
P -8.407 -6.921 -3.674
N -9.605 -6.003 -4.410
C -9.459 -5.346 -5.645
C -10.988 -6.476 -4.357
N -7.328 -5.707 -3.156
C -5.871 -5.829 -3.040
C -7.793 -4.437 -2.499
N -8.895 -7.403 -2.131
C -9.004 -8.903 -1.872
C -9.574 -6.491 -1.204
H -8.956 -4.390 -5.496
H -10.374 -5.186 -6.215
H -8.814 -5.933 -6.298
H -11.228 -7.213 -5.123
H -11.715 -5.673 -4.484
H -11.270 -6.988 -3.436
H -5.475 -6.016 -2.042
H -5.499 -6.568 -3.749
H -5.342 -4.896 -3.238
H -7.636 -4.558 -1.427
H -7.351 -3.490 -2.807
H -8.839 -4.287 -2.767
H -8.036 -9.315 -2.159
H -9.030 -9.133 -0.807
H -9.967 -9.303 -2.190
H -8.844 -6.117 -0.486
H -10.318 -7.029 -0.616
H -9.968 -5.616 -1.721
O 1.528 -1.242 7.258
P 2.842 -1.882 7.455
N 3.652 -2.670 6.162
C 5.087 -2.937 6.080
C 2.964 -2.820 4.868
N 2.950 -3.106 8.631
C 4.183 -3.577 9.200
C 1.842 -4.115 8.861
N 4.126 -0.726 7.856
C 4.488 0.211 6.854
C 3.957 -0.133 9.194
H 5.355 -3.992 6.133
H 5.702 -2.448 6.835
H 5.482 -2.628 5.112
H 1.927 -2.485 4.888
H 2.932 -3.879 4.612
H 3.463 -2.288 4.059
H 4.899 -2.862 9.604
H 4.155 -4.470 9.823
H 4.881 -4.031 8.496
H 2.223 -5.126 8.718
H 1.367 -3.852 9.806
H 1.039 -3.941 8.144
H 3.590 0.721 6.504
H 5.230 0.905 7.248
H 4.992 -0.142 5.954
H 3.294 0.730 9.148
H 4.900 0.266 9.568
H 3.611 -0.839 9.948
O 2.044 -4.634 -11.099
P 3.541 -4.711 -11.053
N 4.294 -3.867 -9.732
C 4.580 -2.449 -9.987
C 3.885 -4.238 -8.330
N 4.253 -4.139 -12.477
C 5.671 -4.378 -12.712
C 3.527 -3.354 -13.481
N 4.129 -6.306 -10.844
C 3.254 -7.462 -11.171
C 5.500 -6.679 -10.441
H 5.117 -2.309 -10.925
H 5.067 -1.800 -9.259
H 3.621 -1.940 -10.090
H 4.558 -3.754 -7.622
H 3.844 -5.321 -8.218
H 2.875 -3.839 -8.230
H 5.935 -3.967 -13.686
H 6.281 -3.903 -11.943
H 5.895 -5.443 -12.757
H 2.545 -3.073 -13.101
H 3.999 -2.394 -13.693
H 3.306 -3.838 -14.432
H 3.630 -8.011 -12.034
H 3.012 -8.135 -10.349
H 2.209 -7.157 -11.236
H 5.490 -7.366 -9.595
H 6.045 -5.791 -10.119
H 6.022 -7.107 -11.297
O 4.516 -6.959 -2.577
P 4.002 -8.375 -2.473
N 2.322 -8.578 -2.648
C 1.611 -8.224 -3.858
C 1.559 -8.691 -1.435
N 4.465 -9.201 -1.120
C 5.096 -8.434 -0.012
C 4.187 -10.615 -0.873
N 4.637 -9.368 -3.735
C 6.082 -9.323 -4.006
C 4.013 -10.535 -4.346
H 0.669 -8.771 -3.898
H 2.079 -8.573 -4.778
H 1.471 -7.154 -4.010
H 1.957 -7.983 -0.707
H 1.795 -9.602 -0.886
H 0.485 -8.508 -1.483
H 4.541 -7.498 0.052
H 5.016 -8.980 0.928
H 6.134 -8.269 -0.301
H 3.483 -10.982 -1.621
H 5.176 -11.066 -0.949
H 3.768 -10.722 0.127
H 6.552 -9.496 -3.038
H 6.449 -10.128 -4.643
H 6.400 -8.342 -4.358
H 3.018 -10.636 -3.912
H 4.709 -11.336 -4.098
H 4.139 -10.481 -5.427
O -2.536 8.865 6.324
P -2.489 7.686 7.270
N -3.892 6.754 7.404
C -4.361 5.848 6.292
C -5.093 7.293 8.196
N -2.098 8.037 8.920
C -2.486 9.355 9.491
C -1.867 7.016 9.872
N -1.272 6.509 6.867
C -0.319 6.875 5.914
C -1.111 5.150 7.448
H -3.662 5.113 5.892
H -4.504 6.472 5.410
H -5.271 5.273 6.460
H -5.976 7.050 7.606
H -4.970 8.299 8.599
H -5.109 6.601 9.039
H -2.973 9.896 8.680
H -3.326 9.266 10.180
H -1.650 9.907 9.921
H -1.594 7.361 10.870
H -2.728 6.355 9.970
H -1.040 6.432 9.470
H 0.611 6.349 6.134
H -0.698 6.602 4.929
H -0.192 7.954 5.992
H -0.159 4.999 7.957
H -1.073 4.372 6.685
H -1.885 4.992 8.199
O -11.806 4.620 -1.741
P -10.390 4.441 -1.367
N -10.103 3.281 -0.084
C -11.235 2.468 0.366
C -8.788 3.073 0.537
N -9.746 5.905 -0.734
C -9.747 6.970 -1.687
C -10.049 6.357 0.616
N -9.370 3.945 -2.659
C -9.831 2.872 -3.482
C -7.935 4.100 -2.552
H -11.703 2.000 -0.500
H -11.915 3.107 0.931
H -10.838 1.712 1.043
H -8.118 3.932 0.492
H -8.317 2.192 0.101
H -9.016 2.847 1.579
H -10.530 6.816 -2.429
H -9.771 7.928 -1.167
H -8.805 6.878 -2.228
H -9.735 5.522 1.242
H -9.400 7.200 0.852
H -11.092 6.673 0.633
H -10.688 3.245 -4.041
H -9.119 2.671 -4.282
H -10.061 1.967 -2.919
H -7.442 4.198 -3.518
H -7.458 3.225 -2.109
H -7.652 4.955 -1.938
*
```

Kohn-Sham gap	7.3	eV
E	-205234.9817	eV
ΔE to the lowest compared entry with this formula, charge and spin	7.641	eV

Here are the Mulliken charges for atoms 1 to 6, given in e: C -0.40; C -0.51; C -0.19; C -0.04; C -0.18; C -0.46

---

Question: Which of these has the lowest E?
Answer: C72H138N24O18P6

---

Question: The lowest ΔE to the lowest compared entry with this formula, charge and spin belongs to which entry?
Answer: C5H6OS2

---

Question: Number 1 is which compound?
Answer: C5H6OS2

---

Please write out number 1 again, unchanged.
The following is a DFT calculation (the ωB97M-V functional and the def2-TZVPD basis) of an isolated molecule of C5H6OS2 in a non-equilibrium geometry.

```
! RIJCOSX wB97M-V def2-TZVPD def2/J DEFGRID3
* xyz 0 1
C -2.257 0.311 -0.164
C -0.777 0.154 -0.476
C 0.122 1.141 -0.221
C 2.168 -0.048 -0.095
C 1.283 -1.144 0.484
H -2.477 -0.213 0.763
H -2.904 -0.258 -0.910
H -2.689 1.333 -0.091
H -0.132 2.092 0.040
H 1.942 -1.962 0.800
H 0.695 -0.843 1.470
O 1.516 1.089 -0.497
S 3.667 -0.162 -0.433
S -0.156 -1.490 -0.670
*
```

Kohn-Sham gap	8.9	eV
E	-28998.4361	eV
ΔE to the lowest compared entry with this formula, charge and spin	1.520	eV

Here are the natural (NBO) charges for atoms 1 to 6, given in e: C -0.64; C -0.21; C 0.08; C 0.13; C -0.61; H 0.23